{
  "formula": "C31H58BO35S8",
  "method": "the ωB97M-V functional and the def2-TZVPD basis",
  "species": ["H", "O", "O", "O", "S", "B", "O", "H", "O", "H", "H", "C", "O", "H", "H", "H", "H", "O", "H", "C", "O", "H", "H", "C", "O", "C", "H", "S", "H", "H", "C", "C", "H", "C", "C", "O", "O", "O", "C", "H", "O", "H", "C", "C", "H", "H", "S", "H", "H", "H", "O", "C", "H", "O", "O", "H", "H", "C", "O", "C", "O", "H", "O", "H", "H", "H", "O", "O", "O", "C", "H", "H", "H", "O", "O", "H", "O", "H", "C", "H", "O", "H", "O", "H", "O", "O", "H", "H", "C", "O", "C", "C", "C", "H", "H", "C", "O", "S", "H", "H", "H", "C", "H", "C", "H", "C", "C", "H", "H", "C", "S", "S", "H", "H", "S", "C", "H", "H", "O", "O", "H", "C", "C", "H", "S", "O", "H", "H", "C", "C", "O", "H", "H"],
  "coordinates": [[3.35881, -5.77571, -2.76096], [1.66215, 4.98003, -3.96810], [6.04395, -3.49016, 1.86900], [0.98021, -3.49523, -0.54184], [-1.21112, 6.49126, 3.74032], [0.15804, -0.15389, -0.07247], [3.21754, 4.27525, -0.87579], [4.10195, -7.78661, -3.93465], [-4.79551, -4.27183, -0.19336], [-1.04477, -6.55515, 0.17882], [4.85401, 0.60662, -1.33217], [-1.38728, -5.63609, -0.28844], [0.01122, 2.46385, 2.16922], [2.34411, -4.15610, 4.06996], [-3.97706, -1.31144, 0.69952], [1.83618, -5.77774, 3.88209], [1.22643, 2.32004, -2.78989], [3.27439, 2.46975, 0.79998], [4.94923, -5.46834, -7.42333], [1.35815, 5.48264, -0.19511], [-2.56804, 1.68747, 0.87948], [5.78200, 1.01633, 0.13842], [-2.00571, -6.79439, -2.13368], [3.74716, -4.44427, -4.36759], [4.93537, 4.27934, 1.00533], [1.73122, 3.04031, -2.15133], [3.26152, -3.64439, 0.54069], [4.11097, 3.62023, 0.04602], [2.14364, -1.84772, 4.42485], [1.12531, -3.48270, 2.08971], [-2.97144, 8.77487, 6.29349], [4.18660, -3.57286, -0.02746], [3.32877, 0.41264, 1.03314], [4.24874, -4.40683, -5.66065], [-5.45068, 0.33684, 0.32306], [-5.17325, 2.85388, -2.28306], [2.15465, -1.55254, -2.51480], [-1.80632, -4.18964, 4.70599], [-1.48866, 1.25781, 0.61123], [-0.93951, 7.77408, 6.07756], [-4.90110, 2.03515, -4.61332], [4.95251, -7.61245, -6.30049], [3.71147, -2.27173, 2.98814], [-2.75498, 2.08709, -3.07105], [-6.16415, 1.09146, -6.67144], [3.34725, -3.60864, -3.81052], [1.13369, 4.66187, -2.66206], [-5.38271, 3.43495, -6.01047], [-2.37126, 4.48520, 4.04826], [-0.59122, 4.36692, 3.70529], [-1.54188, 6.57629, 2.35569], [-1.67421, -2.75851, 2.44018], [2.76166, 0.98419, -0.48163], [-0.16832, -4.86263, 3.01581], [5.01615, 2.59574, -0.80467], [2.79423, 2.99391, -2.38787], [-1.25553, -5.17314, -2.43384], [-2.00857, 7.64965, 5.93362], [0.08960, 6.93608, 4.18763], [0.80142, -2.31589, -0.59292], [-6.80699, 0.18244, 0.66266], [-3.77223, 2.85994, -6.19024], [6.02457, -1.67411, 0.10752], [3.95815, -3.00485, -0.92570], [-3.00689, 1.37340, -2.29024], [-3.91435, 8.53266, 5.79542], [0.14259, -1.58956, 0.27534], [-4.26034, -6.70233, -0.07758], [1.84055, 5.60879, -1.54992], [-0.14670, 1.61537, 1.34591], [3.17080, -5.07942, 2.81954], [-4.46683, 0.50688, -6.59229], [1.11505, -5.04960, 1.39337], [0.96184, -0.09591, -1.31897], [0.73951, 0.65994, 1.02330], [-5.01941, 1.64077, -7.89655], [-1.14407, 0.41736, -0.33828], [-1.12024, -2.84174, 1.51480], [2.21123, -4.92940, 3.31032], [-1.95591, 2.75303, -2.75314], [-0.29667, 4.69896, -2.43838], [4.45102, -2.14572, 3.77842], [-3.17701, -5.19092, -1.76661], [4.27053, -3.43517, -6.15127], [-7.10728, -2.22580, 0.12411], [4.26796, -1.68817, 1.79883], [1.78856, 4.61564, 0.30743], [4.63554, -4.55125, -0.16937], [-1.37069, 4.79762, 4.33560], [-3.95637, 4.25012, -3.99896], [-4.64769, -0.64712, 1.24224], [-5.11708, 1.33533, -6.85614], [-4.78784, 2.52042, -5.94634], [-1.17903, 4.69133, 5.39645], [1.90275, 7.58165, -0.04367], [2.43841, -1.57765, 3.40494], [-5.65917, -1.37103, 1.95453], [-4.28545, 2.97458, -3.40659], [1.62085, 2.91770, -1.07839], [1.58034, -1.80228, 2.77457], [-5.25432, 0.09680, -0.72362], [1.08572, -4.54182, 2.35598], [1.30449, 6.84178, 1.48275], [1.39258, -1.28993, -1.62793], [-5.14318, 1.36579, 0.49080], [3.73121, -5.69760, -3.77882], [4.11844, -6.83252, -4.44677], [-1.90711, -1.77393, 2.83839], [-2.73101, 9.75967, 5.89166], [3.52424, 1.17718, 0.28509], [-3.84738, -5.35028, -0.31173], [-7.07077, -1.31998, 1.21448], [-4.08153, -0.18426, 2.04713], [2.92690, 6.51001, 0.84453], [5.35674, -2.60838, 0.96459], [4.87191, 1.20823, -0.42764], [3.46427, -3.31830, 2.79897], [2.55204, -0.50693, 3.59994], [-8.08133, -1.35328, 2.22915], [-2.39026, 7.19729, 4.61734], [-2.27951, 6.86566, 6.65151], [4.67034, -5.49602, -6.38028], [4.66000, -6.74007, -5.72983], [0.27044, 5.52313, -0.20328], [-0.84462, -3.61455, 3.81877], [-2.46495, -5.00840, 0.43357], [-2.53253, 1.61639, -4.02585], [-2.63388, -3.27703, 2.41967], [1.88271, 6.68324, 0.57384], [-1.87556, -5.77450, -1.77577], [0.11941, -2.65006, 4.31834], [-3.23559, 8.83394, 7.34775], [-0.58698, -4.89828, -0.26692]],
  "forces_ev_per_a": [[-0.030, -0.120, -0.056], [-0.203, 0.004, 1.284], [-0.146, 0.558, -0.370], [0.058, -0.496, -0.259], [0.447, -0.802, 1.541], [0.642, 0.637, -0.139], [5.731, -1.227, 2.697], [-0.094, -0.031, -0.061], [1.432, -1.276, 0.335], [-0.373, -0.154, 0.036], [0.047, 0.026, 0.006], [0.489, 0.621, -0.657], [0.057, 0.128, -0.296], [-0.120, -0.030, -0.112], [-0.275, -0.142, -0.196], [0.475, -0.465, -0.307], [-0.435, -0.090, 0.264], [0.277, 1.079, 0.677], [0.196, 0.378, 0.040], [-0.869, 1.433, 0.738], [-0.125, -0.173, -0.242], [-0.360, -0.552, 0.319], [0.469, -0.087, 0.123], [0.381, -1.196, -0.162], [-0.691, 0.311, -0.552], [-0.124, -0.079, -1.443], [0.098, -0.213, 0.110], [0.426, -2.088, -0.618], [0.277, -0.703, -0.331], [-0.167, -0.100, 0.140], [-0.452, 0.343, -0.784], [0.374, 0.504, 0.711], [0.624, 0.295, 0.308], [-0.387, 2.246, -0.590], [1.654, -0.152, -0.047], [0.383, 0.021, -0.748], [0.025, -0.280, -0.004], [0.408, -0.106, -0.248], [0.981, 1.040, 0.528], [-0.010, 0.584, -0.550], [0.347, 0.360, 1.630], [0.066, -0.142, 0.239], [-0.285, 0.118, 0.496], [-0.833, 0.054, -0.134], [0.075, -0.422, -0.137], [0.204, 0.301, -0.289], [-0.051, 0.031, 0.869], [-0.381, -0.404, -0.464], [0.111, -0.321, -0.002], [-0.203, -0.750, 0.273], [-0.387, 0.111, 0.454], [-0.852, -1.198, 1.693], [0.247, 0.149, 0.080], [-0.016, 1.042, 0.485], [-0.370, 0.843, -0.439], [-0.375, -0.090, -0.230], [-0.026, -0.127, -0.120], [-1.241, -0.456, 1.379], [-0.752, 0.280, -0.226], [0.465, 1.399, -0.395], [-1.319, -0.624, 0.362], [0.073, -0.150, 0.427], [0.088, -0.353, 0.469], [0.241, -0.191, -0.190], [0.195, -0.186, -0.126], [-0.002, -0.152, 0.054], [-0.424, -0.072, 0.421], [0.633, 0.673, -0.047], [-2.533, 0.932, -2.173], [-0.381, -0.678, 0.933], [-0.136, -0.537, 0.024], [-0.018, -0.099, -0.186], [-0.178, -0.406, 0.267], [-0.220, 0.070, 0.420], [-0.487, 0.067, -0.645], [0.169, -0.169, -0.039], [-0.967, -0.877, -0.348], [-0.022, 0.299, 0.177], [-0.759, 0.042, 0.471], [-0.194, 0.273, -0.038], [0.722, -0.149, -0.279], [0.084, -0.436, -0.004], [-0.701, -0.021, 0.076], [-0.032, -0.081, -0.028], [-0.101, 0.024, -0.166], [1.117, -0.336, -1.009], [-1.180, 0.040, -0.295], [-0.067, 0.019, -0.337], [0.048, 1.005, -1.407], [-0.481, -0.682, 0.485], [-0.336, 0.368, 0.316], [-0.834, 1.173, 0.569], [0.814, 0.268, -0.694], [0.108, 0.249, 0.018], [-0.394, 0.022, 0.040], [0.081, 0.817, 0.712], [-0.356, -0.872, 0.006], [0.425, 0.173, -0.643], [-0.626, -0.295, -0.313], [0.281, 0.479, -0.061], [-0.311, -0.044, 0.009], [0.479, 0.163, 0.202], [-0.033, 0.039, -0.042], [0.405, -0.654, -0.309], [-0.233, -0.006, 0.071], [-0.746, 0.409, 0.988], [1.127, -0.567, -0.458], [0.483, 0.288, -0.349], [0.398, -0.027, 0.195], [-0.787, -0.940, -1.284], [-0.870, 1.241, -0.823], [0.562, 0.706, 0.857], [0.037, 0.423, -0.279], [-0.014, -0.013, 0.139], [-1.895, 0.375, 0.139], [0.521, 0.598, 0.561], [0.706, 0.583, 0.049], [0.179, 0.165, -0.893], [0.650, 0.378, -0.984], [1.373, 0.239, -0.867], [0.109, -0.375, -0.272], [0.011, -1.548, 0.868], [-0.746, 0.403, -0.433], [-0.004, -0.339, -0.040], [-0.371, 1.267, -1.118], [-0.755, -0.656, 0.162], [0.305, -0.160, 0.174], [0.067, -0.092, -0.523], [0.657, 0.053, -0.210], [-0.320, -0.119, 0.788], [-0.651, -1.648, -0.040], [0.493, 0.019, 0.112], [0.006, -0.223, 0.141]],
  "lowdin_charge": [0.0965, -0.2764, -0.2769, 0.1162, 0.6026, -0.8965, -0.3561, 0.0978, -0.2220, 0.1324, 0.1327, -0.1356, 0.1671, 0.0715, 0.1184, 0.0949, 0.0795, -0.1768, 0.0989, -0.2617, 0.1704, 0.1242, 0.1254, -0.0697, -0.2016, -0.1140, 0.0389, 0.6904, 0.0772, 0.0761, -0.0701, -0.0833, 0.1195, -0.1096, -0.1716, -0.2800, 0.1450, -0.2630, -0.3672, 0.1089, -0.2796, 0.0946, -0.2658, -0.0845, 0.0771, 0.0900, 0.6564, 0.1186, 0.0751, 0.0491, -0.2574, -0.0811, 0.1021, -0.2486, -0.1954, 0.0753, 0.1281, -0.2699, -0.3057, -0.3610, -0.1831, 0.1157, -0.2768, 0.0612, 0.0551, 0.0794, 0.2090, -0.2209, -0.2926, -0.3452, 0.0806, 0.0783, 0.1077, 0.2101, 0.1987, 0.0759, 0.2401, 0.0458, -0.0594, 0.0543, -0.2978, 0.1318, -0.2040, 0.1037, -0.2190, -0.2745, 0.0929, 0.0739, -0.0982, -0.2883, -0.1487, -0.0610, -0.2994, 0.0695, 0.0868, -0.0714, -0.2063, 0.6390, 0.0590, 0.0514, 0.1266, -0.2561, 0.0661, -0.3838, 0.1188, -0.1143, -0.1058, 0.0749, 0.0757, -0.1647, 0.6430, 0.6251, 0.1156, 0.0716, 0.6412, -0.1215, 0.0480, 0.0975, -0.2280, -0.2644, 0.1130, -0.0964, -0.0903, 0.1206, 0.6494, -0.2160, 0.0683, 0.0634, -0.0362, -0.1349, -0.3066, 0.0741, 0.0829],
  "mol_weight_da": 1258.12,
  "charge": -1,
  "e_homo_ev": -8.25,
  "total_energy_ev": -192109.3037
}